1.
18 unconnected molecules or ions with the total composition C2H39O18 in a non-equilibrium geometry. Source: OMol25; level of theory: ωB97M-V/def2-TZVPD.

Element x y z (Å)
C 13.06 2.15 18.19
C 13.16 3.47 17.47
O 12.45 4.48 18.14
H 13.55 1.38 17.70
H 12.02 1.89 18.46
H 13.52 2.28 19.25
H 12.84 3.39 16.42
H 14.19 3.78 17.38
O 14.54 3.74 21.63
H 13.63 3.88 21.44
H 14.57 4.24 22.46
O 13.54 1.17 15.13
H 13.40 2.01 14.69
H 12.80 1.25 15.74
O 11.75 3.80 20.69
H 11.65 2.86 20.77
H 12.06 4.00 19.79
O 14.46 5.73 19.37
H 13.78 5.22 18.86
H 14.07 5.95 20.23
O 12.46 6.33 15.92
H 12.69 5.61 16.45
H 13.09 6.43 15.18
O 9.61 1.32 18.74
H 9.43 2.21 18.37
H 8.79 1.04 19.08
O 15.42 -0.44 19.63
H 15.02 0.07 20.34
H 16.23 -0.05 19.35
O 14.40 -0.83 17.15
H 14.66 -0.53 18.01
H 14.61 -0.20 16.45
O 11.08 1.18 21.18
H 12.01 0.98 21.04
H 10.65 1.30 20.29
O 11.16 0.40 16.37
H 10.76 0.72 17.19
H 10.72 0.93 15.67
O 11.43 6.65 19.10
H 11.88 5.86 18.78
H 11.19 6.39 19.98
O 16.32 1.59 16.54
H 15.55 1.70 15.99
H 16.97 1.99 16.01
O 16.11 3.19 19.05
H 16.12 2.59 18.28
H 15.46 3.89 19.00
O 13.78 1.02 21.61
H 13.46 1.13 22.51
H 14.23 1.84 21.46
O 13.72 3.87 14.14
H 14.21 4.49 14.74
H 14.44 3.73 13.53
O 12.05 -0.94 18.83
H 12.50 -0.54 18.09
H 11.18 -1.16 18.54
O 9.93 3.75 17.23
H 9.93 3.27 16.39
H 10.85 4.00 17.32

Values from the calculation:
M: 351.32 g mol⁻¹
E_LUMO: 2.04 eV
Relative energy (zero: lowest compared OMol25 entry of this formula, charge and spin): 53.2 kJ/mol
Largest force on an atom: 0.067 Eh/bohr
Total charge: -1



2.
A single C6H8O2 molecule in a non-equilibrium geometry. Source: OMol25; level of theory: ωB97M-V/def2-TZVPD.

Element x y z (Å)
C -1.11 1.50 0.39
C 0.84 0.64 0.34
C 1.38 -1.02 -0.97
C -0.03 -1.20 -0.45
C -1.23 -0.09 0.10
C -0.14 -0.47 0.92
H -1.83 1.70 1.15
H -1.24 2.28 -0.37
H 0.55 0.91 -0.59
H 1.84 -1.99 -0.64
H 1.52 -0.66 -2.12
H -0.28 -2.15 -0.75
H -2.30 -0.46 0.16
H -0.23 -0.90 1.87
O 0.21 1.70 1.07
O 2.05 0.19 -0.12

Values from the calculation:
SMILES: C1O[C@@H]2OC[C@H]3[C@@H]1[C@@H]23
M: 112.13 g mol⁻¹
E_LUMO: 1.02 eV
Relative energy (zero: lowest compared OMol25 entry of this formula, charge and spin): 749.4 kJ/mol
Largest force on an atom: 0.100 Eh/bohr



3.
2 unconnected molecules or ions with the total composition C4H13N2 in a non-equilibrium geometry. Source: OMol25; level of theory: ωB97M-V/def2-TZVPD.

Element x y z (Å)
C 1.76 0.87 0.30
C 0.21 0.99 0.02
C -0.04 1.36 -1.46
C -1.53 1.32 -1.62
N -1.95 -0.06 -1.62
N -0.35 -0.23 0.28
H 2.17 0.07 -0.32
H 1.96 0.56 1.32
H 2.22 1.83 0.09
H -0.17 1.79 0.68
H 0.38 2.33 -1.69
H 0.43 0.61 -2.09
H -1.82 1.79 -2.57
H -1.99 1.87 -0.80
H -2.96 -0.18 -1.66
H -1.49 -0.66 -0.91
H -0.64 -0.33 1.26
H 1.80 -7.30 5.51
H 2.02 -6.63 5.29

Values from the calculation:
M: 89.16 g mol⁻¹
E_LUMO: -8.15 eV
Relative energy (zero: lowest compared OMol25 entry of this formula, charge and spin): 593.1 kJ/mol
Largest force on an atom: 0.035 Eh/bohr
Total charge: +1



Ordered gap between HOMO and LUMO results: 8.0; 9.9; 6.4; unit eV.
Ordered E_HOMO results: -6.00; -8.84; -14.56; unit eV.